28
Properties=species:S:1:pos:R:3:lowdin_charge:R:1 method="wB97M-V/def2-TZVPD" e_lumo_ev=0.7 gap_ev=8.69 fmax_ev_per_a=1.7 molar_mass_g_mol=185.22 total_energy_ev=-17204.491 multiplicity=1 e_homo_ev=-7.99 relative_energy_kcal_mol=133.95
C -3.049 0.382 0.335 -0.333
C -1.012 -1.354 -0.080 -0.046
C 0.216 -0.392 0.068 -0.300
C -2.394 -0.723 -0.041 -0.178
C 1.625 -1.073 0.060 -0.309
C 2.228 -1.326 -1.088 0.060
C 2.209 -1.371 1.404 -0.057
C 1.741 2.233 -0.189 -0.065
C 0.319 1.894 -0.637 -0.255
N -3.633 -1.314 -0.468 0.053
O -2.866 1.543 0.975 0.113
O -4.287 -0.078 -0.133 -0.003
O 0.123 0.545 -0.991 -0.137
H -0.917 -1.859 -1.044 0.121
H -0.952 -2.114 0.704 0.119
H 0.101 0.127 1.031 0.147
H -3.729 1.947 1.123 0.125
H 3.212 -1.761 -1.125 0.064
H 1.761 -1.077 -2.025 0.070
H 2.976 -2.137 1.325 0.079
H 1.440 -1.707 2.097 0.079
H 2.668 -0.473 1.818 0.079
H 1.889 3.310 -0.225 0.073
H 1.923 1.896 0.829 0.065
H 2.461 1.759 -0.850 0.076
H 0.078 2.444 -1.552 0.123
H -0.399 2.183 0.145 0.110
H -3.731 -1.504 -1.464 0.127